Density functional theory data (ωB97M-V/def2-TZVPD) for a 2-piece molecular cluster, C4H9O2 overall in a non-equilibrium geometry.

```
15
Properties=species:S:1:pos:R:3:forces:R:3:lowdin_charge:R:1
C -1.626252 -2.062792 -1.170877 0.7 -0.4 0.4 -0.17
C -0.095292 -2.313153 -1.217233 -0.8 1.3 -0.6 -0.16
H -2.063173 -2.894261 -0.617925 -0.5 -0.1 -0.4 0.05
H -1.887538 -1.161643 -0.618365 0.2 0.1 0.1 0.06
H -2.024211 -1.961086 -2.179070 -0.3 -0.2 0.0 0.05
H 0.180700 -2.716523 -2.189452 0.1 -0.5 0.1 0.05
H 0.225857 -2.932194 -0.389641 0.3 0.0 0.0 0.06
H 0.376637 -1.330711 -1.173896 0.4 -0.2 0.4 0.04
C 0.505472 1.971052 -0.473126 0.2 -0.1 0.0 -0.07
C 0.485038 1.186164 0.850501 0.0 -0.7 0.7 -0.80
O -0.142807 1.680093 1.819276 0.1 0.2 -0.5 -0.12
O 1.099523 0.084093 0.835758 -0.1 0.4 -0.2 -0.13
H -0.167162 1.513539 -1.197981 -0.3 -0.1 0.1 0.05
H 1.495861 1.858003 -0.921845 0.0 0.3 0.1 0.05
H 0.211800 3.007040 -0.309201 0.1 0.1 -0.1 0.05
```
Positions in Å, forces in eV/Å.

gap between HOMO and LUMO: 7.80 eV
E_LUMO: 4.050 eV
multiplicity: 1
net charge: -1


Density functional theory data (ωB97M-V/def2-TZVPD) for a 8-piece molecular cluster, C36H66Cl6F16O2 overall in a non-equilibrium geometry.

```
126
Properties=species:S:1:pos:R:3:forces:R:3:lowdin_charge:R:1
F 2.239078 5.141211 1.276282 -0.2 0.1 -0.8 0.08
C 3.533658 5.556981 1.358152 -1.4 0.7 2.5 -0.30
F 4.249538 4.445441 1.590772 0.7 0.5 -1.0 0.12
C 3.840728 6.543301 0.247752 2.1 -0.3 -2.7 -0.42
F 5.197868 6.905041 0.347612 -1.5 -0.5 0.3 0.08
F 3.125328 7.673231 0.340872 -0.3 0.3 1.3 0.13
C 3.532028 6.086021 -1.161498 -0.5 -0.2 -0.9 -0.09
O 3.972278 4.776991 -1.410658 2.1 -1.3 -1.6 0.01
C 5.146238 4.637901 -2.247458 -1.8 1.2 1.4 -0.45
F 4.980068 5.396361 -3.370708 0.4 -0.9 0.6 0.14
F 6.200268 5.125251 -1.563818 0.1 -0.1 -0.5 0.15
C 5.384518 3.142141 -2.517768 -0.8 -1.1 -0.3 -0.27
F 4.285948 2.605601 -3.138468 0.4 0.5 0.1 0.08
F 6.453798 2.912101 -3.305588 0.0 0.7 -0.1 0.10
H 3.550728 6.177121 2.254392 0.4 0.0 0.4 0.17
H 3.838298 6.787651 -1.937398 0.7 0.2 0.4 0.15
H 2.454888 6.084311 -1.328378 -0.2 -0.2 0.6 0.15
H 5.543828 2.555631 -1.612948 -0.1 0.5 0.3 0.17
F -4.396472 10.896071 1.369302 -0.5 0.7 1.0 0.11
C -3.724152 9.750621 1.548042 -1.7 -1.7 -2.3 -0.36
F -2.442242 10.016821 1.388972 1.3 0.0 0.6 0.13
C -4.078412 8.914051 2.784412 -0.6 3.5 1.5 -0.48
F -3.277182 7.895461 2.814862 1.1 -1.7 0.0 0.19
F -5.385732 8.463341 2.716252 0.9 0.4 -0.4 0.10
C -4.018772 9.782271 4.050682 0.0 -1.0 2.1 -0.04
O -2.690632 10.261561 4.451342 -0.8 1.8 -0.5 0.01
C -2.647992 11.584631 5.028272 -0.3 -2.8 -2.0 -0.50
F -3.195712 12.457771 4.143242 0.1 -0.1 0.7 0.14
F -3.347682 11.576901 6.150952 -0.2 0.6 0.5 0.18
C -1.164832 11.897521 5.156182 1.7 0.1 -1.9 -0.33
F -0.930732 13.180741 5.394852 -0.5 1.8 1.7 0.11
F -0.465152 11.139191 6.014552 -0.7 -0.2 0.5 0.12
H -4.069692 9.106151 0.739732 0.3 -0.2 -0.5 0.17
H -4.287602 9.155981 4.901312 -0.2 -0.5 -0.2 0.14
H -4.868712 10.464371 4.029452 0.6 0.8 -0.4 0.15
H -0.671792 11.857631 4.184882 -0.5 -1.3 -0.4 0.17
Cl -3.876372 -3.604409 -9.423478 -0.3 0.5 0.7 0.45
C -5.009972 -2.839539 -8.216118 -0.1 -1.2 -1.0 -1.47
Cl -5.674362 -4.138719 -7.196478 0.3 0.5 0.1 0.49
Cl -6.341832 -2.115069 -9.138758 0.4 0.3 0.4 0.50
H -4.445032 -2.124949 -7.617548 -0.3 -0.1 -0.2 0.02
Cl -1.203172 -0.225039 -2.559518 0.1 -0.3 0.3 0.50
C -1.459302 0.800801 -1.138208 -0.5 0.2 -0.6 -1.52
Cl -2.930502 0.321531 -0.262978 0.4 0.0 0.0 0.51
Cl -1.666992 2.452381 -1.757268 0.2 0.1 0.4 0.49
H -0.591712 0.732901 -0.481878 -0.3 0.1 -0.1 0.02
C 7.779408 -6.861869 9.647432 0.1 -0.3 0.2 -0.12
C 6.515418 -6.457649 8.883022 -0.1 -0.4 -0.2 -0.28
C 6.860718 -5.514969 7.744412 -1.7 1.3 -1.1 -0.21
C 5.616838 -4.897159 6.924822 1.0 0.2 0.4 -0.19
C 5.975598 -3.647539 6.018482 0.4 -1.7 0.8 -0.28
C 4.765318 -2.933039 5.410602 1.1 -0.1 0.2 -0.11
H 8.348368 -6.020619 10.043262 -0.3 0.2 0.1 0.07
H 8.499258 -7.387019 9.019622 -0.2 0.0 -0.4 0.07
H 7.588788 -7.552959 10.468502 -0.2 0.1 0.1 0.06
H 5.962938 -7.341129 8.563132 0.3 -0.3 -0.5 0.10
H 5.740078 -6.003239 9.499832 0.4 0.5 0.5 0.10
H 7.528268 -5.939809 6.994762 0.2 -0.2 0.2 0.11
H 7.340818 -4.654449 8.210372 0.3 0.1 -0.1 0.10
H 5.204758 -5.628209 6.229222 0.1 -0.3 0.0 0.10
H 4.800158 -4.701609 7.619732 0.0 0.4 0.2 0.09
H 6.663718 -2.941939 6.484012 -0.4 0.2 0.6 0.10
H 6.665678 -4.080679 5.294412 -0.3 0.0 -0.7 0.09
H 4.408378 -2.216709 6.150582 -0.3 0.0 -0.2 0.07
H 5.158018 -2.399229 4.545192 -0.5 0.2 -0.1 0.07
H 3.975628 -3.618589 5.103172 0.0 0.1 0.0 0.07
C -0.329102 7.228401 -8.487228 -0.8 -1.5 -0.2 -0.10
C -1.016642 5.846861 -8.016538 0.6 1.3 0.6 -0.24
C -2.466402 5.486401 -8.404988 0.7 1.8 -0.6 -0.21
C -3.369082 6.715731 -8.263368 -0.7 0.3 -0.3 -0.25
C -4.862062 6.544061 -8.616918 -0.6 0.2 2.0 -0.23
C -5.758212 5.919231 -7.443118 0.2 0.3 -1.4 -0.10
H -0.681962 8.105491 -7.944738 -0.1 -0.2 0.2 0.06
H -0.467832 7.445491 -9.546348 -0.1 -0.2 -0.1 0.06
H 0.743888 7.113891 -8.333368 0.0 0.1 0.1 0.06
H -0.330682 5.024471 -8.219588 -0.1 0.0 -0.3 0.09
H -0.981702 5.952221 -6.932208 -0.1 -0.2 0.3 0.09
H -2.791092 4.627021 -7.818348 -0.1 -0.1 -0.3 0.11
H -2.470952 5.341791 -9.485338 -0.1 -0.9 0.0 0.11
H -3.274542 7.200581 -7.291718 -0.1 -0.3 0.4 0.11
H -3.006562 7.490931 -8.938448 0.3 -0.1 -0.2 0.10
H -5.327672 7.528451 -8.664668 0.3 0.4 -0.1 0.09
H -5.073842 6.188481 -9.625288 0.3 -0.8 0.2 0.10
H -6.693522 5.637721 -7.926908 -0.2 -0.1 0.3 0.06
H -5.419742 5.060751 -6.862988 0.5 -0.1 -0.4 0.06
H -5.968052 6.715161 -6.728578 0.0 0.0 0.0 0.06
C -5.472292 -7.370399 3.151382 -0.4 1.6 -0.3 -0.09
C -5.481832 -5.947239 3.846272 0.7 -1.0 -0.2 -0.24
C -4.150682 -5.753199 4.535142 0.7 1.3 -1.2 -0.30
C -3.897562 -6.765539 5.588822 1.4 0.3 1.0 -0.23
C -2.669212 -6.484949 6.517272 -1.0 -0.7 0.9 -0.23
C -3.055652 -5.510809 7.665262 0.5 0.1 -0.5 -0.11
H -4.536182 -7.447609 2.598342 0.2 -0.2 0.2 0.07
H -6.222502 -7.436899 2.363432 -0.4 -0.1 0.3 0.06
H -5.569202 -8.200169 3.851512 0.0 0.2 -0.1 0.06
H -5.558512 -5.107869 3.155132 -0.5 -0.3 -0.4 0.10
H -6.234882 -5.822519 4.624392 -0.4 -0.2 -0.2 0.10
H -4.052782 -4.696739 4.784972 -0.3 0.1 1.1 0.11
H -3.355532 -5.735489 3.789812 0.2 -0.7 -0.4 0.11
H -4.789002 -6.774279 6.216002 -0.1 -0.5 0.2 0.12
H -3.728202 -7.726589 5.103222 -0.3 -0.1 0.2 0.10
H -2.399322 -7.441689 6.964392 -0.1 -0.2 0.2 0.09
H -1.748672 -6.233089 5.990712 -0.3 0.6 -0.3 0.10
H -2.189502 -5.099019 8.183252 0.2 0.3 -0.4 0.06
H -3.666102 -4.718509 7.232002 0.2 0.3 0.2 0.06
H -3.623302 -5.926509 8.497762 -0.3 -0.6 -0.4 0.07
C 1.815858 -8.251019 -1.695818 -1.2 0.4 -0.7 -0.12
C 1.755648 -7.523169 -3.081628 0.8 -0.9 2.0 -0.27
C 1.552338 -8.520759 -4.185188 -0.3 1.0 -2.6 -0.23
C 1.035398 -7.843569 -5.542218 0.4 -0.8 1.3 -0.21
C 1.436128 -8.628059 -6.792708 -0.3 0.7 0.3 -0.30
C 0.810878 -10.015169 -6.833358 0.8 0.9 0.0 -0.11
H 1.946178 -7.521489 -0.896498 0.3 -0.2 0.1 0.06
H 2.500398 -9.095949 -1.621048 0.3 0.3 -0.1 0.07
H 0.816128 -8.670429 -1.583018 -0.1 -0.2 0.4 0.06
H 0.994028 -6.751359 -2.970528 -0.1 0.0 -0.4 0.11
H 2.736168 -7.057299 -3.179738 -0.1 0.4 -0.5 0.10
H 0.862798 -9.341659 -3.988278 0.1 0.0 0.5 0.11
H 2.531958 -8.917879 -4.451138 0.1 -0.4 0.2 0.11
H -0.051532 -7.802309 -5.471728 -0.2 0.2 -0.1 0.10
H 1.412188 -6.821579 -5.583078 0.0 0.1 -0.1 0.10
H 1.115098 -8.043679 -7.654998 0.1 0.0 -0.2 0.10
H 2.523778 -8.696299 -6.814388 0.1 0.0 -0.2 0.10
H 1.091648 -10.472909 -7.781908 -0.3 -0.4 0.2 0.07
H 1.263748 -10.535979 -5.989698 -0.5 -0.6 -0.1 0.07
H -0.266652 -9.878279 -6.742228 0.0 -0.5 0.0 0.08
```
Positions in Å, forces in eV/Å.

gap between HOMO and LUMO: 10.68 eV
E_LUMO: 0.189 eV
multiplicity: 1
SMILES: FC(F)C(F)(F)COC(F)(F)C(F)F.FC(F)C(F)(F)COC(F)(F)C(F)F.ClC(Cl)Cl.ClC(Cl)Cl.CCCCCC.CCCCCC.CCCCCC.CCCCCC


Density functional theory data (ωB97M-V/def2-TZVPD) for C2H3N2O2 as an isolated structure in a non-equilibrium geometry.

```
9
Properties=species:S:1:pos:R:3:forces:R:3:lowdin_charge:R:1
C 2.149463 0.251856 0.026624 1.8 1.0 0.4 -0.36
C -1.453598 0.160724 0.024877 -0.1 -0.5 -0.3 -0.30
N 3.195875 0.743824 -0.106365 0.0 0.1 0.4 0.08
N 1.033975 -0.360957 -0.256349 -3.7 -1.2 -1.2 -0.18
O 0.735655 -1.532972 0.135529 0.6 0.2 0.4 -0.18
O -0.286250 0.786331 0.318626 1.8 0.6 0.2 -0.24
H -2.270086 0.675461 0.551977 0.0 -0.1 0.0 0.06
H -1.422566 -0.889950 0.366191 -0.2 0.0 -0.1 0.05
H -1.682464 0.165682 -1.061111 -0.1 0.0 0.1 0.06
```
Positions in Å, forces in eV/Å.

gap between HOMO and LUMO: 7.64 eV
E_LUMO: 4.446 eV
multiplicity: 1
net charge: -1


Density functional theory data (ωB97M-V/def2-TZVPD) for a 16-piece molecular cluster, C19H70N4O16 overall in a non-equilibrium geometry.

```
109
Properties=species:S:1:pos:R:3:forces:R:3:lowdin_charge:R:1
C 12.062000 -7.309000 -8.022000 0.5 -1.6 -0.1 -0.06
C 13.308000 -7.996000 -7.419000 -0.3 1.5 -1.5 -0.29
O 13.876000 -8.880000 -8.352000 -3.5 0.3 -1.0 -0.10
H 11.311000 -8.041000 -8.410000 0.6 0.7 0.5 0.07
H 12.387000 -6.653000 -8.808000 0.1 0.2 -0.7 0.06
H 11.670000 -6.676000 -7.264000 -0.8 0.4 0.7 0.06
H 13.117000 -8.480000 -6.493000 -0.4 -0.4 0.8 0.08
H 14.017000 -7.173000 -7.289000 0.2 0.0 0.5 0.11
H 14.749000 -8.966000 -8.107000 3.5 -0.4 0.5 -0.04
C 15.617000 -13.372000 -8.854000 -1.0 -2.5 0.1 -0.07
C 14.998000 -12.317000 -8.124000 0.1 2.9 0.7 -0.32
O 14.083000 -11.581000 -8.933000 0.7 -1.4 -0.8 -0.08
H 16.165000 -13.048000 -9.666000 1.3 0.6 -1.8 0.06
H 14.791000 -13.978000 -9.210000 0.0 -0.5 -0.5 0.06
H 16.178000 -14.028000 -8.208000 0.6 -0.2 0.3 0.08
H 15.758000 -11.671000 -7.694000 0.3 0.7 -0.3 0.10
H 14.510000 -12.648000 -7.271000 -1.3 -1.0 1.6 0.07
H 13.717000 -10.900000 -8.380000 -0.6 0.9 0.7 0.03
C 14.681000 -14.754000 -5.438000 1.3 0.2 0.0 -0.05
C 15.308000 -13.776000 -4.425000 -2.8 -0.1 -2.4 -0.31
O 14.324000 -13.461000 -3.491000 -0.1 0.3 1.2 -0.06
H 13.891000 -14.362000 -6.047000 -0.6 0.6 0.0 0.06
H 14.345000 -15.723000 -5.066000 0.2 0.2 0.4 0.09
H 15.506000 -14.921000 -6.115000 0.1 -0.4 -0.5 0.03
H 15.655000 -12.875000 -4.949000 0.0 -0.1 -0.1 0.09
H 16.108000 -14.247000 -3.982000 2.1 -1.1 1.2 0.07
H 14.817000 -13.082000 -2.760000 -0.4 0.2 0.4 0.08
C 17.707000 -8.711000 -7.876000 -6.6 0.3 1.5 -0.58
O 16.403000 -9.036000 -7.567000 6.0 0.5 -1.1 -0.12
N 17.930000 -7.561000 -8.440000 -4.1 3.9 -1.9 0.18
N 18.791000 -9.326000 -7.574000 1.3 -4.2 1.9 0.20
H 17.137000 -6.926000 -8.721000 1.1 -1.5 0.7 0.16
H 18.789000 -7.165000 -8.616000 2.2 0.4 -0.4 0.08
H 18.696000 -10.368000 -7.406000 0.6 2.0 -0.8 0.06
H 19.700000 -8.918000 -7.645000 0.1 0.2 -0.3 0.12
C 13.892000 -10.516000 -5.316000 -7.0 -3.3 -6.4 -0.66
O 13.047000 -10.810000 -6.357000 3.8 1.5 4.2 -0.08
N 15.113000 -10.221000 -5.415000 5.8 1.3 0.4 0.19
N 13.522000 -10.683000 -4.105000 -4.6 -1.2 4.4 0.17
H 15.495000 -10.020000 -6.308000 0.8 0.4 -0.9 0.04
H 15.771000 -10.256000 -4.590000 -1.3 0.2 -1.6 0.16
H 12.575000 -10.990000 -3.766000 1.6 0.5 -1.3 0.17
H 14.073000 -10.272000 -3.419000 0.9 0.6 1.4 0.08
C 12.796000 -9.409000 -11.086000 0.1 2.0 0.2 -0.16
O 12.393000 -9.213000 -12.414000 -0.8 0.9 -1.1 -0.11
H 13.666000 -9.995000 -11.147000 1.1 -0.8 0.8 0.04
H 12.057000 -9.797000 -10.430000 -0.9 -1.0 0.1 0.05
H 12.966000 -8.443000 -10.600000 0.7 -0.2 -0.1 0.08
H 12.480000 -8.261000 -12.600000 -0.2 -0.8 0.0 0.09
C 18.722000 -15.203000 -5.338000 0.9 -1.4 1.6 -0.15
O 17.894000 -15.623000 -6.395000 0.3 0.2 -0.1 -0.13
H 19.526000 -14.639000 -5.766000 0.5 0.4 -0.1 0.07
H 19.201000 -16.051000 -4.724000 -0.7 0.9 -1.1 0.12
H 18.198000 -14.599000 -4.607000 -0.2 0.3 0.0 0.06
H 17.357000 -16.343000 -6.084000 -0.5 -0.5 0.0 0.08
C 14.660000 -17.003000 -7.764000 -0.6 0.0 2.8 -0.14
O 13.427000 -17.385000 -7.096000 1.2 -0.4 -0.5 -0.14
H 14.828000 -17.514000 -8.679000 0.1 -1.0 -0.6 0.05
H 15.445000 -17.225000 -6.969000 -0.5 0.2 -1.4 0.09
H 14.711000 -15.951000 -8.006000 -0.1 0.4 0.2 0.04
H 12.755000 -16.694000 -7.113000 0.1 0.4 -0.5 0.01
C 10.455000 -10.629000 -8.432000 -2.1 -0.7 -1.4 -0.19
O 10.287000 -11.466000 -7.335000 -0.5 -0.1 1.0 -0.10
H 11.461000 -10.442000 -8.499000 2.3 1.8 0.4 0.02
H 9.681000 -9.803000 -8.547000 1.3 -0.6 0.4 0.11
H 10.379000 -11.267000 -9.309000 -0.6 0.0 -0.8 0.07
H 9.487000 -11.930000 -7.554000 -0.5 -0.6 0.5 0.07
C 18.203000 -11.978000 -6.298000 -1.9 0.3 0.2 -0.13
O 18.352000 -11.817000 -7.671000 0.2 -0.3 -1.2 -0.15
H 19.102000 -11.872000 -5.785000 1.9 0.3 1.0 0.07
H 17.941000 -13.008000 -6.285000 -1.1 -0.6 1.6 0.06
H 17.485000 -11.199000 -5.909000 0.3 -1.3 -0.2 0.09
H 18.257000 -12.714000 -8.007000 0.3 0.1 -1.1 0.06
C 15.304000 -16.137000 -11.297000 -0.4 0.6 -0.3 -0.16
O 15.423000 -14.853000 -11.850000 1.9 -1.1 -0.7 -0.11
H 14.985000 -16.032000 -10.266000 0.6 -0.4 0.5 0.04
H 16.207000 -16.687000 -11.510000 0.5 -0.1 0.6 0.08
H 14.520000 -16.695000 -11.765000 -0.8 -0.5 -0.6 0.07
H 14.635000 -14.397000 -11.634000 -1.3 1.3 0.2 -0.01
C 12.296000 -12.784000 -11.679000 -0.1 -0.2 -0.7 -0.11
O 13.637000 -13.054000 -11.295000 -0.1 1.7 0.6 -0.15
H 12.228000 -12.674000 -12.769000 0.1 -0.3 0.2 0.09
H 11.788000 -11.889000 -11.286000 0.7 -0.2 0.3 0.07
H 11.824000 -13.667000 -11.316000 -1.5 -0.5 -0.3 0.05
H 13.752000 -12.572000 -10.448000 0.3 -0.1 -0.2 0.04
C 16.294000 -10.065000 -10.575000 -1.7 1.0 2.0 -0.20
O 16.571000 -9.606000 -11.836000 -0.3 0.1 -2.9 -0.12
H 17.188000 -10.242000 -9.935000 -0.5 -0.5 -0.8 0.08
H 15.566000 -10.869000 -10.720000 0.7 -0.5 1.1 0.07
H 15.726000 -9.255000 -10.028000 0.4 -0.8 -0.2 0.08
H 15.843000 -9.985000 -12.400000 1.5 0.8 0.6 0.11
C 18.751000 -15.583000 -9.579000 0.4 0.0 0.2 -0.13
O 19.179000 -14.600000 -8.672000 0.4 1.3 -0.4 -0.12
H 17.999000 -16.158000 -9.149000 -1.3 -1.4 1.3 0.05
H 19.577000 -16.257000 -9.776000 0.1 0.1 -0.9 0.09
H 18.179000 -15.156000 -10.372000 0.5 0.5 -1.3 0.07
H 18.910000 -14.906000 -7.822000 -0.3 -0.5 1.0 0.00
C 19.114000 -12.263000 -10.805000 -0.2 -0.7 1.5 -0.20
O 18.900000 -11.701000 -12.046000 0.0 0.9 -0.7 -0.08
H 19.744000 -11.650000 -10.151000 0.0 -0.1 -0.1 0.09
H 19.547000 -13.228000 -10.926000 0.9 -0.8 -0.1 0.06
H 18.207000 -12.507000 -10.237000 -0.3 0.5 -0.3 0.05
H 19.278000 -10.820000 -11.985000 -0.4 0.1 -0.5 0.08
C 11.894000 -14.364000 -8.571000 1.6 -1.4 0.3 -0.08
O 11.605000 -15.506000 -7.695000 -1.7 0.8 -0.2 -0.14
H 12.580000 -14.869000 -9.258000 0.0 0.5 -0.3 0.07
H 12.500000 -13.685000 -7.972000 -0.4 0.6 -0.2 0.07
H 11.130000 -13.871000 -9.191000 -0.3 -0.5 0.9 0.08
H 10.722000 -15.458000 -7.284000 0.6 0.2 -0.3 0.10
```
Positions in Å, forces in eV/Å.

gap between HOMO and LUMO: 8.93 eV
E_LUMO: 0.031 eV
multiplicity: 1